No. 1
# C10H13N2O

A cluster of 2 separate species, C10H13N2O in total (the ωB97M-V functional and the def2-TZVPD basis, the OMol25 dataset).

Output
HOMO energy (alpha / beta) = -10.78 / -10.78 eV
energy relative to the best compared isomer or geometry (same formula, charge and spin) = 303.6 kJ/mol
net charge = +1
2S+1 = 1
frontier orbital gap (alpha / beta) = 6.26 / 6.26 eV

Last column: Löwdin charge in e.
Cartesian coordinates (Å):
C (3.996, 0.719, 0.195)  0.00
C (2.876, 1.531, 0.102)  -0.03
C (3.918, -0.668, 0.136)  -0.02
C (1.598, 1.006, -0.057)  -0.17
C (1.454, -0.476, -0.183)  -0.04
C (2.693, -1.286, -0.033)  -0.26
C (0.502, 1.894, -0.109)  -0.06
C (-0.860, 1.714, -0.131)  -0.07
C (-1.672, 0.597, -0.084)  -0.01
C (-2.711, -0.056, -0.024)  -0.16
N (2.568, -2.613, -0.081)  0.18
N (-6.023, -0.310, 0.132)  0.09
O (-3.553, -0.981, 0.025)  0.08
H (4.964, 1.177, 0.330)  0.13
H (3.001, 2.600, 0.175)  0.12
H (4.812, -1.262, 0.232)  0.12
H (0.803, 2.934, -0.108)  0.11
H (-1.429, 2.639, -0.171)  0.12
H (1.018, -0.685, -1.169)  0.17
H (0.694, -0.820, 0.530)  0.15
H (3.379, -3.205, -0.004)  0.13
H (1.670, -3.054, -0.199)  0.13
H (-6.194, 0.654, -0.131)  0.08
H (-6.403, -0.459, 1.060)  0.08
H (-6.525, -0.908, -0.513)  0.08
H (-4.576, -0.684, 0.079)  0.05

---

No. 2
# C10H16AuNO11P2

A structure of composition C10H16AuNO11P2 (the ωB97M-V functional and the def2-TZVPD basis, the OMol25 dataset).

Output
HOMO energy (alpha / beta) = -9.42 / -9.87 eV
energy relative to the best compared isomer or geometry (same formula, charge and spin) = 0.0 kJ/mol
<S²> = 2.009
2S+1 = 3
frontier orbital gap (alpha / beta) = 9.30 / 6.45 eV

Last column: Mulliken spin population.
Cartesian coordinates (Å):
Au (0.842, 2.005, 0.120)  0.69
O (-2.816, 3.784, 0.704)  0.03
C (-2.029, 2.891, 0.491)  0.03
O (-0.870, 3.063, -0.057)  0.09
C (-2.481, 1.452, 0.870)  0.02
C (-1.959, 0.264, 0.043)  -0.01
C (-2.947, -0.890, 0.200)  0.00
C (-2.706, -1.295, 1.674)  0.03
C (-1.524, -0.375, 2.059)  0.03
O (-0.839, -0.223, 0.820)  0.02
C (-2.115, 1.012, 2.287)  0.24
C (-0.821, 2.038, 2.938)  0.06
O (-1.387, 2.774, 3.705)  0.41
O (0.280, 1.771, 2.498)  0.18
H (-3.568, 1.521, 0.801)  0.01
H (-1.631, 0.490, -0.969)  0.00
H (-2.688, -1.699, -0.482)  0.00
H (-3.973, -0.588, -0.002)  0.00
H (-2.400, -2.337, 1.763)  0.01
H (-3.573, -1.145, 2.315)  0.00
H (-0.854, -0.744, 2.830)  0.00
H (-2.899, 1.083, 3.030)  -0.02
N (1.179, -1.648, -0.651)  0.00
C (2.182, -0.879, -1.471)  0.00
C (2.930, -1.903, -2.319)  0.00
P (1.077, 0.176, -2.549)  0.00
O (1.836, 0.257, -3.944)  0.01
O (-0.153, -0.653, -2.650)  0.00
O (1.009, 1.593, -2.010)  0.10
P (3.368, -0.012, -0.359)  0.00
O (3.431, -1.201, 0.751)  0.00
O (4.651, 0.212, -1.033)  0.00
O (2.701, 1.177, 0.319)  0.05
H (0.395, -1.839, -1.317)  0.00
H (0.772, -1.101, 0.118)  0.00
H (1.602, -2.496, -0.279)  0.00
H (2.248, -2.399, -3.012)  0.00
H (3.411, -2.644, -1.677)  0.00
H (3.710, -1.404, -2.886)  0.00
H (2.411, 1.031, -3.999)  0.00
H (4.201, -1.118, 1.328)  0.00

---

No. 3
# C2H2N2O4

An isolated molecule of C2H2N2O4 (the ωB97M-V functional and the def2-TZVPD basis, the OMol25 dataset).

Output
HOMO energy = -9.69 eV
energy relative to the best compared isomer or geometry (same formula, charge and spin) = 374.8 kJ/mol
2S+1 = 1
structure (SMILES) = O=c1[nH]on(O)c1=O
frontier orbital gap = 9.62 eV

Last column: Löwdin charge in e.
Cartesian coordinates (Å):
C (-1.285, 0.511, 0.002)  -0.36
C (-0.632, -0.856, 0.015)  -0.31
N (-0.251, 1.350, -0.349)  0.14
N (0.715, -0.518, 0.206)  -0.15
O (-2.438, 0.771, 0.283)  0.12
O (-1.010, -1.990, 0.151)  0.15
O (1.031, 0.750, -0.221)  0.01
O (1.663, -1.339, -0.172)  0.12
H (-0.257, 2.316, -0.124)  0.15
H (2.465, -0.996, 0.209)  0.12

---

No. 4
# C45H46F5N4OP2ReSSe2

A structure of composition C45H46F5N4OP2ReSSe2 (the ωB97M-V functional and the def2-TZVPD basis, the OMol25 dataset).

Output
HOMO energy (alpha / beta) = -4.31 / -5.77 eV
net charge = -1
<S²> = 3.791
2S+1 = 4
frontier orbital gap (alpha / beta) = 6.61 / 7.75 eV

Last column: Mulliken spin population.
Cartesian coordinates (Å):
Re (-0.004, 0.487, 0.702)  2.62
Se (-0.230, 7.544, 0.710)  0.00
P (1.321, 6.362, -0.086)  0.00
C (1.808, 6.864, -1.771)  0.00
C (1.178, 7.937, -2.389)  0.00
C (1.547, 8.310, -3.676)  0.00
C (2.548, 7.617, -4.340)  0.00
C (3.182, 6.544, -3.722)  0.00
C (2.812, 6.161, -2.441)  0.00
C (2.817, 6.552, 0.936)  0.00
C (2.812, 5.959, 2.198)  0.00
C (3.898, 6.111, 3.041)  0.00
C (4.993, 6.870, 2.636)  0.00
C (4.988, 7.480, 1.392)  0.00
C (3.898, 7.324, 0.541)  0.00
C (1.148, 4.565, -0.191)  0.01
C (0.158, 3.588, -0.141)  -0.05
N (0.840, 2.392, -0.147)  0.04
N (2.152, 2.642, -0.176)  0.03
N (2.351, 3.923, -0.210)  0.00
P (-1.650, 3.480, -0.122)  0.05
Se (-2.032, 0.157, -0.792)  0.05
C (-2.230, 4.440, -1.571)  0.01
C (-3.161, 3.802, -2.392)  0.00
C (-3.649, 4.435, -3.530)  0.00
C (-3.204, 5.706, -3.860)  0.00
C (-2.280, 6.351, -3.045)  0.00
C (-1.800, 5.723, -1.906)  0.00
C (-2.110, 4.497, 1.324)  -0.03
C (-3.128, 5.442, 1.287)  0.00
C (-3.490, 6.123, 2.443)  0.00
C (-2.843, 5.860, 3.640)  0.00
C (-1.846, 4.892, 3.689)  -0.01
C (-1.489, 4.206, 2.540)  -0.01
H (0.404, 8.470, -1.849)  0.00
H (1.049, 9.141, -4.162)  0.00
H (2.839, 7.911, -5.342)  0.00
H (3.963, 6.003, -4.243)  0.00
H (3.289, 5.318, -1.954)  0.00
H (1.951, 5.379, 2.513)  0.00
H (3.897, 5.638, 4.016)  0.00
H (5.845, 6.988, 3.295)  0.00
H (5.836, 8.078, 1.078)  0.00
H (3.894, 7.807, -0.429)  0.00
H (-3.487, 2.799, -2.139)  0.00
H (-4.372, 3.931, -4.160)  0.00
H (-3.577, 6.198, -4.751)  0.00
H (-1.931, 7.347, -3.295)  0.00
H (-1.109, 6.245, -1.258)  0.00
H (-3.623, 5.667, 0.349)  0.00
H (-4.275, 6.870, 2.405)  0.00
H (-3.112, 6.408, 4.536)  0.00
H (-1.349, 4.675, 4.627)  0.00
H (-0.727, 3.436, 2.580)  0.04
C (2.605, -4.108, 0.005)  -0.01
S (0.943, -3.745, -0.615)  0.01
O (0.344, -5.041, -1.047)  0.00
C (1.466, -2.923, -2.128)  -0.03
C (2.256, -1.781, -2.091)  0.01
C (2.602, -1.162, -3.283)  -0.01
C (2.134, -1.665, -4.491)  0.00
C (1.316, -2.788, -4.510)  0.00
C (0.981, -3.426, -3.322)  0.00
H (3.267, -4.404, -0.808)  0.00
H (2.472, -4.922, 0.717)  0.00
H (2.970, -3.212, 0.514)  0.00
H (2.558, -1.355, -1.141)  0.05
H (3.229, -0.278, -3.266)  0.00
H (2.396, -1.171, -5.420)  0.00
H (0.925, -3.159, -5.449)  0.00
H (0.350, -4.306, -3.303)  0.00
F (-1.579, -2.433, 0.113)  0.01
C (-2.260, -1.804, -0.875)  0.03
F (-1.829, -2.337, -2.048)  0.01
C (-3.737, -2.229, -0.724)  0.00
F (-3.868, -3.558, -0.820)  0.00
F (-4.225, -1.858, 0.462)  0.00
F (-4.483, -1.678, -1.693)  0.00
C (-1.294, -0.252, 4.612)  -0.01
C (-0.040, -0.215, 3.741)  0.00
C (0.951, 0.826, 4.286)  0.03
C (0.629, -1.598, 3.711)  0.05
N (-0.428, 0.193, 2.409)  0.11
H (-1.024, -0.479, 5.647)  0.00
H (-1.983, -1.019, 4.250)  0.00
H (-1.806, 0.713, 4.577)  -0.01
H (1.413, 0.469, 5.211)  0.00
H (0.434, 1.769, 4.486)  0.00
H (1.727, 1.008, 3.542)  -0.02
H (0.976, -1.883, 4.710)  0.00
H (1.475, -1.574, 3.021)  -0.01
H (-0.086, -2.346, 3.355)  0.00
C (5.118, 1.112, 1.666)  0.02
C (4.647, -0.177, 0.970)  0.00
C (5.168, -0.185, -0.476)  0.01
C (5.162, -1.407, 1.723)  0.02
C (3.172, -0.163, 0.959)  0.11
C (1.965, -0.004, 0.919)  -0.10
H (6.202, 1.229, 1.557)  0.00
H (4.870, 1.086, 2.730)  0.00
H (4.619, 1.974, 1.222)  -0.01
H (6.257, -0.079, -0.486)  0.00
H (4.727, 0.648, -1.029)  0.00
H (4.905, -1.117, -0.983)  0.00
H (6.255, -1.404, 1.756)  0.00
H (4.832, -2.325, 1.231)  -0.01
H (4.779, -1.417, 2.746)  0.00

---

No. 5
# C39H58O30

A cluster of 10 separate species, C39H58O30 in total (the ωB97M-V functional and the def2-TZVPD basis, the OMol25 dataset).

Output
HOMO energy = -10.29 eV
energy relative to the best compared isomer or geometry (same formula, charge and spin) = 191.3 kJ/mol
2S+1 = 1
structure (SMILES) = C[C@H]1COC(=O)O1.C[C@H]1COC(=O)O1.C[C@H]1COC(=O)O1.C[C@H]1COC(=O)O1.C[C@H]1COC(=O)O1.C[C@H]1COC(=O)O1.C[C@H]1COC(=O)O1.C[C@H]1COC(=O)O1.C[C@H]1COC(=O)O1.O=C1OCCO1
frontier orbital gap = 10.21 eV

Last column: Löwdin charge in e.
Cartesian coordinates (Å):
C (-0.165, 1.597, -0.517)  -0.05
C (-0.938, 0.684, 0.491)  -0.07
O (-0.128, -0.491, 0.549)  0.08
C (0.913, -0.395, -0.245)  -0.60
O (1.676, -1.291, -0.496)  0.13
O (1.062, 0.876, -0.622)  0.04
H (-0.092, 2.557, -0.024)  0.11
H (-0.573, 1.552, -1.525)  0.11
H (-1.934, 0.450, 0.132)  0.10
H (-0.919, 1.212, 1.443)  0.13
C (-1.331, -3.609, -2.761)  -0.01
C (-2.674, -3.339, -2.117)  -0.29
C (-3.211, -4.442, -1.140)  -0.05
O (-3.754, -3.659, -0.086)  0.07
C (-3.162, -2.457, -0.034)  -0.56
O (-3.168, -1.677, 0.854)  0.15
O (-2.482, -2.255, -1.199)  0.04
H (-0.507, -3.644, -2.047)  0.09
H (-0.948, -2.817, -3.413)  0.07
H (-1.426, -4.493, -3.396)  0.09
H (-3.430, -3.005, -2.831)  0.14
H (-2.382, -4.998, -0.705)  0.14
H (-4.026, -4.941, -1.655)  0.14
C (2.769, -0.519, -3.790)  0.00
C (3.302, 0.937, -3.841)  -0.27
C (2.201, 1.973, -3.761)  -0.09
O (2.515, 2.786, -2.628)  0.06
C (3.778, 2.486, -2.223)  -0.57
O (4.356, 3.033, -1.345)  0.15
O (4.213, 1.384, -2.835)  0.10
H (1.687, -0.540, -3.914)  0.07
H (2.899, -1.082, -2.860)  0.06
H (3.307, -1.134, -4.509)  0.07
H (3.776, 0.944, -4.820)  0.14
H (1.181, 1.594, -3.850)  0.11
H (2.151, 2.661, -4.614)  0.13
C (-4.497, 1.958, 1.030)  0.01
C (-5.525, 1.581, -0.037)  -0.33
C (-6.526, 0.507, 0.335)  -0.10
O (-7.779, 1.086, 0.027)  0.09
C (-7.587, 2.257, -0.619)  -0.56
O (-8.463, 2.941, -1.031)  0.17
O (-6.301, 2.664, -0.538)  0.10
H (-3.634, 1.301, 1.078)  0.05
H (-5.061, 1.957, 1.964)  0.09
H (-4.106, 2.953, 0.817)  0.10
H (-4.953, 1.164, -0.875)  0.12
H (-6.498, 0.397, 1.430)  0.13
H (-6.303, -0.522, 0.049)  0.14
C (6.159, -2.401, -2.864)  -0.03
C (6.276, -2.976, -1.443)  -0.28
C (5.119, -2.318, -0.594)  -0.05
O (4.647, -3.442, 0.182)  0.05
C (5.267, -4.559, -0.224)  -0.58
O (5.142, -5.673, 0.196)  0.16
O (5.872, -4.336, -1.397)  0.08
H (6.320, -1.326, -2.865)  0.09
H (5.234, -2.673, -3.374)  0.08
H (6.875, -2.920, -3.510)  0.08
H (7.285, -2.881, -1.049)  0.15
H (4.240, -2.013, -1.155)  0.11
H (5.607, -1.570, 0.026)  0.11
C (3.258, 6.549, 1.229)  -0.03
C (1.847, 6.487, 0.689)  -0.30
C (1.604, 5.433, -0.391)  -0.06
O (0.468, 4.741, 0.122)  0.04
C (0.180, 5.073, 1.388)  -0.58
O (-0.670, 4.617, 2.086)  0.16
O (0.946, 6.116, 1.750)  0.09
H (3.982, 6.989, 0.537)  0.09
H (3.631, 5.571, 1.534)  0.09
H (3.352, 7.284, 2.032)  0.09
H (1.568, 7.512, 0.441)  0.15
H (2.472, 4.781, -0.483)  0.12
H (1.335, 5.919, -1.325)  0.14
C (2.517, -3.831, 3.534)  -0.01
C (1.291, -3.643, 2.649)  -0.27
C (1.249, -4.286, 1.284)  -0.08
O (-0.156, -4.589, 1.129)  0.04
C (-0.679, -4.751, 2.376)  -0.58
O (-1.752, -5.215, 2.583)  0.15
O (0.209, -4.371, 3.308)  0.08
H (3.324, -3.223, 3.130)  0.08
H (2.813, -4.878, 3.654)  0.09
H (2.353, -3.629, 4.593)  0.09
H (0.993, -2.595, 2.643)  0.14
H (1.769, -5.226, 1.075)  0.14
H (1.644, -3.681, 0.467)  0.11
C (-4.302, 1.129, -6.039)  -0.02
C (-3.717, 1.409, -4.658)  -0.26
C (-4.103, 0.413, -3.570)  -0.08
O (-2.883, 0.070, -2.919)  0.08
C (-1.881, 0.454, -3.703)  -0.58
O (-0.752, 0.098, -3.477)  0.12
O (-2.254, 1.272, -4.685)  0.10
H (-3.799, 0.252, -6.457)  0.09
H (-3.998, 1.866, -6.786)  0.09
H (-5.387, 1.065, -6.048)  0.09
H (-3.804, 2.480, -4.476)  0.16
H (-4.599, -0.482, -3.947)  0.14
H (-4.838, 0.887, -2.919)  0.12
C (-2.245, -1.476, 4.710)  -0.01
C (-2.914, -0.130, 4.528)  -0.32
C (-4.351, -0.228, 5.019)  -0.05
O (-4.499, 1.114, 5.632)  0.03
C (-3.258, 1.617, 5.899)  -0.58
O (-3.116, 2.612, 6.541)  0.15
O (-2.305, 0.888, 5.316)  0.10
H (-2.561, -2.062, 3.843)  0.09
H (-2.347, -1.868, 5.719)  0.10
H (-1.163, -1.458, 4.539)  0.08
H (-2.838, 0.261, 3.511)  0.15
H (-4.544, -0.859, 5.883)  0.13
H (-5.116, -0.327, 4.255)  0.13
C (5.113, 0.755, 1.838)  0.00
C (4.024, 1.112, 2.843)  -0.29
C (2.737, 1.598, 2.187)  -0.07
O (1.747, 1.006, 3.029)  0.08
C (2.252, -0.009, 3.705)  -0.56
O (1.586, -0.821, 4.280)  0.15
O (3.598, -0.102, 3.509)  0.08
H (5.258, 1.436, 1.001)  0.09
H (4.754, -0.140, 1.316)  0.06
H (6.006, 0.354, 2.315)  0.09
H (4.265, 1.813, 3.647)  0.16
H (2.710, 1.081, 1.225)  0.12
H (2.622, 2.675, 2.135)  0.14

---

Per-record strongest force on any atom, Eh/bohr: 0.02334; 0.00766; 0.04569; 0.03040; 0.06035